The following is a DFT calculation (the ωB97M-V functional and the def2-TZVPD basis) of 3 unconnected molecules or ions with the total composition C26H48I2N5O4 at a distorted geometry.

Last column: Mulliken charge in e.
Positions of all 85 atoms, in Å:
1 C 5.292 0.848 -2.620  -0.81
2 C 5.519 1.679 -4.020  0.47
3 O 6.615 2.481 -4.063  -0.52
4 N 4.616 1.656 -5.234  0.35
5 C 4.542 0.295 -5.889  0.50
6 C 4.425 0.294 -7.558  -0.93
7 O 4.570 -0.890 -5.273  -0.50
8 C 3.221 2.196 -4.894  -0.24
9 C 2.245 1.211 -4.082  0.29
10 C 0.813 1.951 -3.875  0.39
11 C -0.480 1.266 -3.134  -0.95
12 I 0.237 0.593 -1.142  0.23
13 C -1.165 0.017 -3.987  -0.46
14 C -1.751 0.496 -5.469  -0.94
15 I 0.090 -1.768 -4.136  0.15
16 C 0.726 3.419 -4.496  -0.67
17 N 1.722 4.236 -5.186  -0.84
18 N 2.860 3.541 -5.313  1.05
19 C 3.952 4.321 -6.082  -0.32
20 C 3.627 5.919 -6.235  -0.53
21 O 3.865 6.543 -4.925  -0.28
22 C 2.678 7.245 -4.412  0.27
23 O 2.387 8.542 -4.637  -0.44
24 H 4.697 -0.164 -2.766  0.25
25 H 4.693 1.519 -1.835  0.26
26 H 6.352 0.640 -2.152  0.34
27 H 4.193 -0.807 -7.884  0.34
28 H 3.648 1.090 -7.933  0.26
29 H 5.520 0.536 -7.958  0.30
30 H 2.503 0.141 -3.697  0.28
31 H -1.282 2.125 -2.968  0.56
32 H -2.135 -0.306 -3.370  0.47
33 H -2.312 -0.454 -5.925  0.36
34 H -2.597 1.328 -5.362  0.31
35 H -0.884 0.839 -6.203  0.25
36 H -0.339 3.951 -4.379  0.26
37 H 4.078 3.826 -7.154  0.27
38 H 5.009 4.249 -5.531  0.27
39 H 4.464 6.358 -6.966  0.35
40 H 2.603 6.180 -6.735  0.34
41 H 1.958 6.611 -3.702  0.24
42 C 0.495 -1.613 2.701  -1.41
43 C -0.249 -2.876 3.127  -0.30
44 N -1.546 -3.051 2.469  0.41
45 C -2.374 -4.091 3.084  -0.36
46 C -1.865 -5.528 3.019  -1.19
47 C -1.539 -3.045 1.005  -0.59
48 C -0.667 -4.078 0.298  -0.93
49 H -0.124 -0.721 2.844  0.27
50 H 1.399 -1.493 3.306  0.47
51 H 0.809 -1.657 1.654  0.26
52 H -0.409 -2.798 4.211  0.32
53 H 0.403 -3.741 2.969  0.28
54 H -3.384 -4.056 2.657  0.42
55 H -2.513 -3.833 4.143  -0.04
56 H -1.986 -5.953 2.021  0.26
57 H -2.448 -6.155 3.702  0.44
58 H -0.816 -5.615 3.315  0.27
59 H -1.224 -2.050 0.666  0.27
60 H -2.567 -3.139 0.633  0.35
61 H 0.331 -4.159 0.737  0.24
62 H -0.536 -3.790 -0.752  0.30
63 H -1.131 -5.066 0.299  0.28
64 C -1.854 -2.385 7.546  -1.02
65 C -3.056 -1.499 7.865  -0.37
66 N -3.032 -0.201 7.187  0.10
67 C -4.019 0.746 7.712  -0.68
68 C -5.494 0.398 7.533  -0.95
69 C -2.910 -0.230 5.728  -0.70
70 C -3.975 -0.992 4.945  -0.84
71 H -0.913 -1.867 7.757  0.32
72 H -1.884 -3.289 8.164  0.46
73 H -1.849 -2.707 6.500  -0.11
74 H -3.047 -1.333 8.950  0.45
75 H -3.973 -2.054 7.640  0.25
76 H -3.837 1.739 7.283  0.34
77 H -3.832 0.871 8.787  0.41
78 H -5.822 0.551 6.504  0.22
79 H -6.104 1.057 8.161  0.39
80 H -5.720 -0.630 7.827  0.27
81 H -1.933 -0.658 5.473  0.31
82 H -2.859 0.797 5.344  0.30
83 H -4.201 -1.968 5.382  0.17
84 H -3.621 -1.169 3.923  0.31
85 H -4.902 -0.422 4.864  0.32

Values from the calculation:
* LUMO level: -0.201 hartree
* total charge: +1
* E_tot: -2188.8862 Eh
* 2S+1: 1
* orbital gap: 3.74 eV
* largest force on an atom: 9.6 eV/Å